[1]
Computed, not measured: a structure of composition C53H44NOP2PdS at a distorted geometry, with the ωB97M-V functional and the def2-TZVPD basis.

```
103
Properties=species:S:1:pos:R:3:forces:R:3:mulliken_charge:R:1
Pd -1.252 -0.474 -0.576 -0.075 0.189 1.295 -1.22
C 5.056 0.410 -3.266 0.024 0.039 -0.074 -1.70
C 5.260 -0.164 -1.858 -0.084 -0.078 0.021 2.52
C 4.897 0.906 -0.819 -0.006 0.042 0.041 -1.28
C 6.738 -0.513 -1.690 0.066 -0.006 0.019 -2.42
C 4.346 -1.380 -1.676 0.025 0.009 -0.029 0.18
C 4.844 -2.665 -1.407 -0.079 -0.029 -0.001 -0.11
C 4.003 -3.760 -1.247 -0.016 0.108 -0.001 -1.23
C 2.631 -3.565 -1.348 0.084 -0.065 0.040 1.47
S 1.308 -4.666 -1.160 0.003 -0.206 0.067 -0.46
C 0.175 -3.334 -1.439 -0.569 0.039 0.096 0.41
N 0.734 -2.198 -1.649 0.518 -0.001 -0.199 -0.37
C 2.115 -2.292 -1.610 -0.274 0.224 -0.013 -1.36
C 2.972 -1.209 -1.779 0.049 0.056 -0.024 -0.22
C -1.297 -3.541 -1.355 0.504 -0.066 0.034 1.71
C -1.786 -4.834 -1.574 -0.105 -0.015 0.030 -1.07
C -3.145 -5.085 -1.486 0.041 0.090 -0.007 -0.70
C -3.996 -4.025 -1.183 0.068 -0.016 0.029 -0.96
C -3.483 -2.752 -0.969 0.013 0.084 0.086 0.73
C -2.112 -2.434 -1.029 0.265 -0.033 -0.361 -0.90
H 5.704 1.281 -3.418 -0.033 -0.038 0.006 0.47
H 4.024 0.725 -3.427 0.034 -0.038 0.025 0.22
H 5.301 -0.336 -4.027 0.005 0.019 0.028 0.36
H 5.536 1.786 -0.940 -0.030 -0.038 0.003 0.52
H 5.027 0.523 0.197 0.004 0.011 -0.041 0.32
H 3.858 1.224 -0.920 0.053 -0.026 -0.002 -0.05
H 7.338 0.390 -1.830 -0.002 -0.034 0.003 0.45
H 7.067 -1.251 -2.425 -0.020 0.031 0.007 0.41
H 6.953 -0.905 -0.692 -0.031 0.022 -0.030 0.42
H 5.910 -2.823 -1.319 -0.021 -0.015 0.005 0.46
H 4.417 -4.737 -1.033 -0.012 0.004 -0.009 0.38
H 2.526 -0.239 -1.981 0.016 -0.058 0.011 0.26
H -1.110 -5.645 -1.831 0.001 0.028 0.010 0.35
H -3.534 -6.082 -1.657 -0.004 -0.009 -0.003 0.38
H -5.064 -4.204 -1.103 0.005 0.028 0.003 0.38
H -4.187 -1.962 -0.712 -0.004 0.006 -0.027 0.48
O -0.617 2.207 2.100 0.119 -0.152 0.060 0.20
C -1.409 1.989 3.208 0.122 0.294 -0.235 0.39
C -1.830 2.980 4.082 -0.098 -0.167 0.110 -1.18
C -2.578 2.617 5.200 0.060 0.110 -0.031 -0.69
C -2.887 1.292 5.436 0.043 -0.142 -0.131 -1.03
C -2.495 0.323 4.511 -0.162 -0.046 0.140 0.07
C -1.779 0.646 3.368 0.006 -0.067 -0.259 0.09
P -1.447 -0.461 1.883 0.577 -0.327 0.186 1.78
C -2.428 -1.954 2.344 -0.027 0.043 -0.076 0.56
C -3.807 -1.834 2.526 -0.055 0.002 -0.013 -0.47
C -4.619 -2.954 2.655 0.090 0.043 0.010 -0.82
C -4.067 -4.226 2.582 0.111 0.027 -0.028 -0.58
C -2.701 -4.362 2.366 -0.083 0.049 0.005 -0.61
C -1.893 -3.240 2.249 0.053 0.039 -0.020 -0.70
C 0.275 -1.012 2.383 -0.159 -0.064 0.093 -0.19
C 1.305 -1.002 1.446 -0.058 -0.005 -0.096 -0.02
C 2.580 -1.460 1.767 0.014 -0.012 0.011 -0.22
C 2.848 -1.930 3.044 -0.133 0.012 0.064 -0.81
C 1.832 -1.941 3.999 0.065 0.037 -0.162 -0.93
C 0.564 -1.489 3.665 -0.077 0.092 0.027 -0.03
C -0.355 3.416 1.509 -0.175 -0.355 0.103 -0.43
C 0.104 4.509 2.230 0.092 0.176 -0.083 -0.58
C 0.348 5.708 1.575 -0.015 -0.046 0.019 -0.68
C 0.140 5.805 0.207 -0.045 -0.127 0.019 -0.99
C -0.245 4.674 -0.504 0.037 0.006 -0.091 0.07
C -0.467 3.444 0.115 0.087 0.034 -0.065 -0.02
P -0.723 1.866 -0.866 -0.424 -0.181 -0.312 2.39
C 0.125 2.424 -2.415 0.077 -0.002 0.111 -0.01
C -0.491 2.546 -3.655 0.008 0.036 -0.126 -0.52
C 0.256 2.852 -4.793 -0.072 -0.015 0.095 -0.67
C 1.624 3.053 -4.706 -0.018 -0.020 0.034 -0.67
C 2.251 2.935 -3.469 -0.046 -0.004 0.045 -0.61
C 1.509 2.611 -2.345 0.049 -0.002 -0.017 0.06
C -2.509 2.016 -1.319 0.158 0.082 -0.054 0.61
C -3.022 0.913 -2.020 -0.140 0.264 -0.288 -0.83
C -4.369 0.844 -2.331 -0.084 0.117 0.121 -0.97
C -5.228 1.868 -1.932 0.027 -0.066 -0.016 -0.62
C -4.731 2.958 -1.234 0.101 -0.055 -0.022 -0.74
C -3.371 3.033 -0.930 -0.040 0.004 0.073 -0.86
H -1.609 4.020 3.910 0.023 0.006 -0.037 0.59
H -2.904 3.389 5.888 -0.005 -0.024 -0.016 0.37
H -3.451 1.006 6.315 0.011 -0.010 -0.007 0.42
H -2.784 -0.708 4.672 -0.009 -0.009 0.007 0.44
H -4.263 -0.849 2.537 0.025 0.002 0.016 0.50
H -5.687 -2.831 2.791 0.026 0.005 0.001 0.36
H -4.698 -5.103 2.661 0.009 0.010 -0.002 0.37
H -2.262 -5.348 2.261 -0.005 0.012 0.006 0.41
H -0.836 -3.366 2.044 -0.023 -0.001 0.028 0.28
H 1.088 -0.661 0.440 -0.035 0.032 -0.010 -0.05
H 3.353 -1.466 1.003 -0.065 0.008 0.077 0.36
H 3.838 -2.294 3.293 -0.015 0.002 0.010 0.39
H 2.028 -2.310 4.999 -0.005 0.004 -0.013 0.36
H -0.220 -1.516 4.415 -0.017 0.013 -0.006 0.40
H 0.310 4.413 3.286 -0.037 -0.023 0.014 0.70
H 0.706 6.560 2.140 -0.005 -0.002 -0.020 0.40
H 0.305 6.740 -0.312 0.000 -0.009 0.002 0.43
H -0.352 4.742 -1.580 0.011 -0.003 0.010 0.53
H -1.561 2.400 -3.743 0.019 0.001 0.004 0.36
H -0.243 2.933 -5.751 -0.007 0.002 0.009 0.39
H 2.201 3.293 -5.591 -0.013 -0.007 0.013 0.37
H 3.321 3.085 -3.383 -0.020 0.009 0.002 0.50
H 2.011 2.507 -1.387 -0.033 0.011 -0.011 0.39
H -2.332 0.115 -2.307 -0.236 0.083 -0.269 0.60
H -4.750 -0.024 -2.856 -0.010 0.021 -0.021 0.43
H -6.286 1.809 -2.161 0.013 -0.002 0.006 0.38
H -5.398 3.751 -0.918 0.008 0.000 0.002 0.39
H -2.995 3.878 -0.366 -0.005 -0.007 -0.033 0.33
```
Forces are in eV/Å.

Calculated values
**HOMO-LUMO gap**: 0.1768 hartree
**Energy above the lowest of the compared OMol25 structures with the same formula, charge and spin**: 0.0 kcal/mol
**Net charge**: -1
**DFT total energy**: -92107.30560 eV
**E_HOMO**: -2.350 eV

---

[2]
Computed, not measured: a structure of composition C53H45CdCl2GeN2O8PS at a distorted geometry, with the ωB97M-V functional and the def2-TZVPD basis.

```
114
Properties=species:S:1:pos:R:3:forces:R:3:mulliken_charge:R:1
Cd -2.865 -25.258 1.033 0.379 0.717 -0.142 1.93
O -2.410 -29.314 3.522 -1.050 0.736 1.727 -0.64
C -2.806 -28.230 2.736 -0.454 -0.910 1.412 -0.01
O -2.078 -27.165 2.998 1.893 0.649 0.711 -0.28
C -3.805 -28.332 1.877 -1.220 -0.994 -2.250 0.68
C -4.722 -29.498 1.647 2.254 -3.234 2.563 -0.96
C -5.519 -29.652 0.593 -1.004 0.925 -2.302 -0.17
C -5.623 -28.626 -0.467 1.270 0.872 1.235 -1.21
C -4.662 -27.535 -0.152 -3.443 -1.121 -3.595 0.94
N -3.862 -27.366 0.834 0.510 0.168 1.257 -0.07
C -4.624 -26.368 -1.172 -1.454 -1.736 1.074 0.26
O -5.371 -26.659 -2.235 2.156 4.919 -3.961 -0.61
O -4.116 -25.290 -0.979 0.669 0.346 -0.452 -0.83
H -2.650 -29.050 4.469 0.697 -0.563 -1.640 0.35
H -4.483 -30.559 2.234 -0.719 3.186 -1.051 0.02
H -6.077 -30.582 0.423 0.280 0.262 0.340 0.35
H -6.349 -28.741 -1.363 1.721 0.605 1.798 0.20
H -5.034 -25.649 -3.021 -1.691 -4.275 3.516 0.46
O -0.761 -24.823 0.159 0.919 -0.229 -0.542 -0.73
N -0.610 -23.664 -0.369 -0.572 3.419 -1.096 0.50
C 0.547 -23.247 -0.907 -0.504 -4.105 2.802 -0.74
C 1.087 -21.997 -1.384 1.370 -0.091 -2.180 0.70
C 2.573 -21.989 -1.439 -4.233 -1.962 2.529 -1.26
C 3.128 -20.893 -1.917 5.777 1.138 -0.914 0.07
C 2.498 -19.951 -2.692 -2.290 -1.549 0.721 -1.14
C 1.082 -20.086 -2.890 4.361 1.701 -0.389 0.42
C 0.374 -21.010 -2.206 -0.686 -2.616 1.879 0.02
P -1.428 -21.398 -2.263 -0.576 1.167 -1.404 0.50
C -1.871 -20.736 -4.030 6.006 -5.412 1.757 0.53
C -2.902 -19.987 -4.310 -0.769 0.097 -3.532 -1.01
C -3.309 -19.833 -5.575 -0.002 -1.186 -4.581 -0.81
C -2.622 -20.459 -6.676 0.868 2.411 -2.050 -0.60
C -1.437 -21.130 -6.464 -1.016 0.155 4.108 -0.64
C -1.121 -21.400 -5.009 1.644 -0.825 -5.029 -0.39
C -2.071 -19.947 -1.329 0.480 -0.991 1.038 1.02
C -2.593 -20.211 -0.016 0.263 -1.645 1.678 -0.14
C -2.958 -19.159 0.823 -0.454 -0.195 1.100 0.08
C -2.800 -17.799 0.427 1.336 -5.005 -3.547 -1.18
C -2.252 -17.560 -0.830 0.757 -3.986 -0.969 -0.75
C -1.843 -18.648 -1.751 1.372 3.721 2.670 0.15
H -1.503 -25.195 3.507 -2.378 -1.652 -0.866 0.32
H 1.253 -24.097 -0.658 0.308 1.093 -0.694 0.12
H 3.093 -22.836 -0.937 -0.327 0.930 -0.505 0.29
H 4.339 -20.851 -1.867 -2.795 0.051 -0.134 0.11
H 3.133 -19.367 -3.282 0.348 1.374 -0.771 0.37
H 0.921 -19.395 -3.684 -2.037 0.213 -0.450 0.36
H -3.243 -19.554 -3.519 -3.117 3.007 4.292 1.39
H -4.129 -19.361 -6.054 -1.100 1.145 1.013 0.24
H -2.774 -20.014 -7.841 -0.201 -1.488 3.338 0.12
H -0.803 -21.346 -7.287 0.593 -0.683 -0.321 0.44
H -0.170 -22.158 -5.052 -2.423 2.072 1.522 0.14
H -2.626 -21.328 0.641 0.020 3.029 -2.982 -0.43
H -3.354 -19.533 1.830 0.447 1.150 -1.391 0.19
H -3.236 -16.990 0.751 -2.023 3.980 3.240 0.54
H -1.916 -16.616 -1.103 0.055 1.845 -0.452 0.46
H -0.958 -18.197 -2.377 -2.169 -1.834 0.140 0.07
Cl -8.276 -20.140 3.891 0.308 0.196 -0.222 -0.23
C -7.779 -21.812 3.642 -8.359 -0.978 -1.610 1.95
Cl -8.231 -22.768 5.062 -0.051 -0.229 -0.061 -0.22
H -6.862 -21.952 3.436 6.887 -0.260 -0.923 -1.66
H -8.329 -22.262 2.626 1.098 1.230 2.917 0.22
C -2.486 -25.792 3.107 1.453 1.522 0.294 -0.18
Ge -3.904 -25.240 4.316 1.525 0.303 0.374 2.15
C -5.680 -26.043 4.356 1.125 0.858 -0.054 -0.04
C -6.344 -26.494 3.251 1.840 0.225 -3.789 0.51
C -7.630 -26.958 3.260 -2.232 0.081 -1.042 -0.66
C -8.239 -27.006 4.512 -3.875 -1.182 0.024 -0.19
C -7.602 -26.547 5.692 -2.473 -2.311 -0.506 -0.75
C -6.294 -26.108 5.570 -0.793 0.272 4.735 0.06
C -3.494 -23.268 4.610 -3.236 0.042 -0.602 -0.54
C -2.289 -22.635 4.317 -0.004 2.364 0.956 -0.35
C -2.115 -21.284 4.804 0.054 -0.608 -1.877 -0.53
C -3.277 -20.558 5.159 3.387 -0.974 0.246 -0.97
C -4.448 -21.108 5.421 -4.170 -4.320 0.364 -0.35
C -4.589 -22.518 5.163 2.786 1.875 -0.083 -0.51
C -3.298 -25.752 6.090 -0.327 -1.522 0.940 -0.45
C -3.488 -27.035 6.686 -0.247 -1.321 1.019 0.33
C -2.853 -27.393 7.944 -4.732 -4.928 -3.801 -0.49
C -1.934 -26.595 8.478 2.714 -2.814 3.506 -0.45
C -1.730 -25.398 7.909 -10.688 -4.635 -7.026 -1.02
C -2.471 -24.898 6.780 2.054 2.848 1.117 -0.04
H -5.759 -26.473 2.245 -1.282 0.106 1.756 -0.18
H -8.251 -27.096 2.266 1.617 -0.178 2.235 0.24
H -9.485 -27.507 4.521 4.016 1.756 0.264 0.02
H -8.238 -26.806 6.628 1.754 1.036 -1.252 0.21
H -5.847 -25.898 6.651 -0.325 0.036 -2.832 0.02
H -1.492 -23.120 3.775 0.114 -0.197 0.218 0.28
H -1.102 -20.732 4.746 -1.808 -1.075 -0.022 0.20
H -3.133 -19.662 5.594 0.697 3.496 0.783 0.61
H -5.383 -20.702 5.932 1.696 0.285 -0.918 0.21
H -5.486 -22.880 5.581 -0.894 -1.306 -0.166 0.66
H -4.175 -27.911 6.256 1.405 2.371 0.572 0.30
H -3.237 -28.555 8.194 1.697 3.321 0.149 0.09
H -1.211 -27.118 9.334 -1.879 2.005 -2.057 0.11
H -1.070 -24.967 8.259 11.332 8.449 5.802 1.08
H -2.292 -23.629 6.400 -0.409 -4.545 1.401 -0.10
C -6.535 -19.357 -3.845 -6.499 -2.668 1.012 -1.27
C -6.343 -20.205 -2.592 1.064 0.107 0.691 0.72
C -5.598 -21.465 -2.647 0.214 3.889 -6.105 -0.37
C -5.165 -22.166 -1.689 1.371 -2.108 9.242 -0.16
C -5.515 -21.610 -0.284 -0.574 -1.297 -3.090 -0.60
C -6.209 -20.452 -0.169 -0.363 0.113 -2.044 -0.39
C -6.619 -19.699 -1.339 2.703 -7.110 -0.906 -1.39
S -5.269 -22.527 1.160 3.219 0.344 2.678 1.81
O -6.304 -23.530 1.254 -0.303 -0.073 -0.130 -0.84
O -5.243 -21.504 2.238 -0.678 -0.882 -1.111 -0.55
O -3.875 -23.103 1.094 -1.528 0.199 -0.659 -0.48
H -7.146 -20.021 -4.632 0.984 1.189 1.593 0.25
H -5.746 -19.135 -4.395 4.010 1.382 -1.870 0.17
H -7.246 -18.494 -3.656 1.200 -0.759 -0.124 0.35
H -4.866 -21.594 -3.486 -1.699 -0.057 -0.577 0.34
H -4.433 -23.019 -1.659 -0.877 1.033 -0.500 0.15
H -6.490 -20.077 0.775 0.033 0.339 1.085 0.62
H -6.799 -18.769 -1.218 -2.097 6.273 0.716 0.58
```
Forces are in eV/Å.

Calculated values
**HOMO-LUMO gap**: 0.1731 hartree
**Energy above the lowest of the compared OMol25 structures with the same formula, charge and spin**: 467.2 kcal/mol
**Net charge**: -2
**DFT total energy**: -181280.85815 eV
**E_HOMO**: -0.946 eV